Version A
Formula: C3H11N3
Source: OMol25
Level of theory: the ωB97M-V functional and the def2-TZVPD basis

Calculated values
Gap between HOMO and LUMO ... 3.7750 eV
LUMO ... -2.739 eV

Last column: Mulliken charge in e.
Element x y z (Å)
C 0.016 -0.008 0.034  -0.629
N -0.957 0.023 1.043  -0.386
C -2.222 0.399 0.650  -0.240
N -2.752 1.705 1.491  -0.643
C 3.314 -1.531 -1.374  -0.565
N 2.328 -0.538 -1.486  -0.475
H 0.852 -0.579 0.407  0.219
H -0.313 -0.267 -0.970  0.261
H 0.517 0.988 -0.196  0.306
H -2.466 0.743 -0.384  0.312
H -3.079 -0.357 0.857  0.260
H -2.402 2.516 1.004  0.232
H -2.220 1.526 2.372  0.276
H 2.405 -1.980 -1.083  0.344
H 3.831 -1.913 -2.257  0.251
H 1.839 -0.665 -2.371  0.250
H 4.055 -1.506 -0.572  0.227

=====

Version B
Formula: C3H11N3
Source: OMol25
Level of theory: the ωB97M-V functional and the def2-TZVPD basis

Calculated values
Gap between HOMO and LUMO (spin up / spin down) ... 7.4466 / 8.5826 eV
LUMO (spin up / spin down) ... 0.197 / 0.963 eV

Last column: Mulliken charge in e.
Element x y z (Å)
C -1.571 0.738 -0.683  -0.557
C 0.717 -1.458 -0.457  -1.001
C 0.332 1.606 -0.545  -0.986
N 0.259 -0.609 0.633  0.326
N -1.789 -0.347 0.064  -0.514
N 1.024 -0.770 1.702  -0.650
H -2.038 -0.071 1.013  0.218
H 1.660 -1.557 1.808  0.214
H 0.738 -0.276 2.533  0.189
H -1.517 0.573 -1.758  0.385
H -1.992 1.697 -0.377  0.374
H 0.109 -1.272 -1.335  0.267
H 1.770 -1.252 -0.695  0.371
H 0.618 -2.515 -0.181  0.398
H 0.419 2.048 0.442  0.252
H 0.010 2.332 -1.290  0.396
H 1.251 1.132 -0.873  0.319

=====

Version C
Formula: C3H11N3
Source: OMol25
Level of theory: the ωB97M-V functional and the def2-TZVPD basis

Calculated values
Gap between HOMO and LUMO ... 9.2206 eV
LUMO ... 1.083 eV

Last column: Mulliken charge in e.
Element x y z (Å)
C -0.147 0.174 0.975  -0.437
N 0.419 0.110 -0.471  -0.343
C 1.837 -0.394 -0.383  -0.371
N 2.520 -0.495 -1.717  -0.617
C -1.526 0.751 0.799  -0.834
N -2.438 -0.288 0.124  -0.626
H -0.129 -0.935 1.469  0.212
H 0.498 0.840 1.505  0.374
H -0.439 0.129 -1.048  0.348
H 2.407 0.407 0.158  0.210
H 1.932 -1.201 0.318  0.343
H 2.767 0.221 -2.487  0.258
H 1.806 -1.039 -2.170  0.260
H -1.581 1.688 0.310  0.403
H -2.075 0.954 1.761  0.351
H -2.479 -1.041 0.870  0.230
H -3.371 0.119 -0.014  0.238

=====

Version D
Formula: C3H11N3
Source: OMol25
Level of theory: the ωB97M-V functional and the def2-TZVPD basis

Calculated values
Gap between HOMO and LUMO ... 10.4123 eV
LUMO ... 0.900 eV

Last column: Mulliken charge in e.
Element x y z (Å)
C -0.251 -1.424 1.635  -1.045
C -0.592 -1.488 0.139  0.221
N 0.023 -2.614 -0.525  -0.596
H -0.960 -0.793 2.171  0.311
H 0.748 -1.037 1.826  0.304
H -0.358 -2.428 2.055  0.342
H -0.169 -0.568 -0.268  -0.277
H -1.678 -1.373 0.037  0.290
H -0.396 -2.752 -1.438  0.225
H -0.098 -3.498 -0.031  0.229
N 1.221 1.922 -0.241  -0.518
C 0.374 2.616 -1.113  0.116
N 0.204 3.868 -1.028  -0.647
H 0.955 0.963 -0.078  0.230
H 1.314 2.427 0.633  0.276
H 0.073 2.035 -1.991  0.287
H -0.410 4.142 -1.783  0.252

=====

version D takes first place; second place is 2.160 eV up.